(1)
DFT (ωB97M-V/def2-TZVPD) results for a 8-piece molecular cluster, C46H35FO30 overall at a distorted geometry.

```
112
Properties=species:S:1:pos:R:3:mulliken_charge:R:1
C -1.419 1.250 4.578 -0.944
C -1.119 0.568 -9.782 1.119
C -1.271 0.228 10.885 0.318
C 1.605 1.086 -9.125 1.060
O -2.967 -6.791 -8.912 -0.627
H -4.812 -2.421 6.522 0.231
C 5.235 6.541 -0.077 0.996
H 0.108 -2.131 3.081 0.510
O 1.754 -0.044 3.180 -0.310
C 3.483 -2.422 2.136 0.137
H 5.969 0.581 -6.045 0.311
H -8.912 -3.558 7.576 0.445
C -0.817 1.248 -8.546 -0.829
H -10.716 -0.547 6.834 0.375
C 5.296 4.371 1.772 1.170
O -6.303 -3.627 7.143 -0.637
H -4.083 2.198 10.118 0.459
H -1.642 1.534 -7.910 0.449
C -3.519 0.379 9.167 0.312
O -0.272 0.309 11.748 -0.574
H 2.058 0.869 3.363 0.335
C -1.404 -0.770 9.999 -1.153
C -3.437 -4.521 -9.355 -0.949
H -3.748 -0.819 4.693 0.314
C -6.380 -1.414 6.424 -0.059
H 5.243 0.578 1.689 0.579
C 4.847 5.225 -0.532 -0.861
C 3.366 0.522 -5.170 0.929
C 1.937 0.418 -4.634 -1.305
C 4.874 4.197 0.331 0.061
H -6.610 0.596 5.778 0.537
H 4.655 2.449 0.835 0.218
H -1.352 -7.127 -7.763 0.365
C 0.488 -0.096 3.575 -0.043
H 7.024 -0.263 -4.853 0.300
H -0.698 -1.585 9.929 0.437
H 3.471 -0.213 -5.975 0.200
F 3.563 1.788 -5.699 -0.396
H 6.021 5.794 3.250 0.436
C -7.028 -2.670 6.947 1.006
O 0.734 2.137 4.195 -0.637
O -1.471 -1.767 -8.255 -0.469
C 0.022 0.138 -10.671 0.449
H -4.322 -4.761 -9.926 0.446
O -3.659 -2.210 -9.659 -0.570
H -4.352 -0.516 7.771 0.269
C 5.681 6.708 1.358 0.300
H 1.290 0.160 -5.469 0.215
C 4.463 -1.311 2.407 0.845
C -8.510 -0.301 6.372 0.829
O 4.272 -0.821 -3.460 -0.547
H 4.178 -3.204 3.667 0.365
H 1.946 -3.187 0.883 0.496
C -9.161 -1.549 6.920 0.291
H -1.327 -0.534 -11.748 0.377
O -2.748 -1.635 8.266 -0.570
O 2.731 1.363 -8.757 -0.613
O 3.653 0.803 -0.475 -0.603
O 5.173 -1.398 3.392 -0.655
H -1.795 2.185 4.969 0.488
C -1.451 -5.292 -7.967 0.419
H -3.163 -1.404 -9.404 0.311
O 3.492 -3.423 3.006 -0.589
H 5.919 8.475 0.866 0.373
O -2.402 -2.105 3.915 -0.635
C 0.461 1.497 -8.226 0.337
H 1.659 1.403 -4.257 0.365
C -2.179 0.147 4.486 0.030
O -9.230 0.651 6.145 -0.618
C 4.422 0.155 -4.138 0.293
C -8.457 -2.659 7.186 -1.009
O 4.537 2.958 0.010 -0.249
O -10.468 -1.451 7.109 -0.568
O 5.234 7.540 -0.774 -0.627
C 1.300 0.385 -10.356 -1.098
C -1.640 -1.156 3.941 1.080
C 2.654 -2.395 1.083 -0.964
C 2.689 -1.274 0.173 1.312
H 2.959 0.524 -1.108 0.237
H 7.188 1.482 -5.087 0.220
O 5.269 3.379 2.479 -0.586
C -7.073 -0.306 6.153 -0.568
C 4.516 -0.196 1.480 -1.356
O -3.446 0.096 4.860 -0.459
O -2.065 2.208 11.827 -0.626
O -4.503 0.309 8.288 -0.431
O 1.962 -1.151 -0.797 -0.652
C -1.032 -4.033 -7.775 -1.220
O -0.836 -6.351 -7.466 -0.579
H 1.878 -0.332 -3.849 0.403
C 3.687 -0.168 0.426 0.794
H 4.545 5.111 -1.563 0.494
O -0.351 -0.498 -11.773 -0.593
C -0.041 1.199 4.142 1.096
C 5.706 5.683 2.222 -1.124
C -2.268 1.361 10.975 1.112
H 1.803 2.161 -7.126 0.246
C -2.533 -0.768 9.095 1.116
O 6.039 7.943 1.678 -0.573
H 2.125 0.081 -10.985 0.449
C -3.385 1.375 10.057 -0.945
O 5.525 0.939 -4.046 -0.262
O 0.823 2.109 -7.109 -0.622
C -2.681 -5.614 -8.784 1.032
H -0.154 -3.794 -7.193 0.464
C 6.482 0.656 -5.084 -0.696
H -0.428 1.125 12.265 0.370
C -3.022 -3.258 -9.164 0.392
C -0.266 -1.200 3.484 -0.824
O -2.250 0.313 -10.166 -0.787
O -5.054 -1.507 6.256 -0.341
C -1.777 -2.942 -8.363 1.027
```

- frontier orbital gap (eV) = 7.87
- LUMO level (eV) = -1.702
- HOMO energy (eV) = -9.58
- F_max (eV/A) = 1.10
- electronic energy (hartree) = -4130.93241
- structure (SMILES) = O=C1C=C(O)C(=O)C=C1O.O=C1C=C(O)C(=O)C=C1O.O=C1C=C(O)C(=O)C=C1O.O=C1C=C(O)C(=O)C=C1O.O=C1C=C(O)C(=O)C=C1O.O=C1C=C(O)C(=O)C=C1O.O=C1C=C(O)C(=O)C=C1O.COC(=O)[C@@H](C)F

(2)
DFT (ωB97M-V/def2-TZVPD) results for one molecule with the formula C5H6N2O at a distorted geometry.

```
14
Properties=species:S:1:pos:R:3:mulliken_charge:R:1
H -1.139 -2.822 -1.392 0.276
N -1.069 -2.326 -0.530 -0.588
H -0.893 -0.738 1.375 0.229
C -0.869 -1.082 -0.644 -0.059
C -1.654 1.012 0.377 0.065
C 0.603 0.301 0.612 -0.090
O 1.465 -0.455 1.309 -0.436
H -0.480 -0.476 -1.618 0.231
H 2.604 1.487 -0.443 0.278
N -2.312 1.929 0.492 -0.405
H 2.133 -0.038 1.817 0.365
H 0.889 1.990 -1.199 0.337
C 1.520 1.315 -0.703 -0.768
C -0.798 -0.095 0.545 0.565
```

- frontier orbital gap (spin up / spin down) (eV) = 8.03 / 9.16
- LUMO level (spin up / spin down) (eV) = -0.205 / 0.022
- HOMO energy (spin up / spin down) (eV) = -8.24 / -9.14
- F_max (eV/A) = 8.58
- electronic energy (hartree) = -378.65119
- structure (SMILES) = [H]/N=C/[C@H](C#N)C(=C)O

| no. | molecular weight (g/mol) |
| --- | --- |
| 1 | 1086.75 |
| 2 | 110.12 |